Formula: C3H11NO3
Source: the OMol25 dataset
Level of theory: ωB97M-V/def2-TZVPD

Structure (XYZ):
```
18
C3H11NO3 | the OMol25 dataset | ωB97M-V/def2-TZVPD
N -0.5634 -0.7879 2.3391
C -1.3615 -0.5148 1.1287
C -0.3786 -0.1857 -0.0090
C -0.5116 -1.1903 -1.0430
O 0.4418 -1.3824 -1.8143
H 0.3941 -0.8179 2.1867
H -0.8220 -1.7204 2.6856
H -2.0005 -1.4122 0.9831
H -2.1123 0.2528 1.1618
H 0.6288 -0.0774 0.3882
H -0.5265 0.8819 -0.4445
H -1.3908 -1.6264 -1.2119
O 2.0976 0.6808 -2.4952
H 2.6214 -0.0494 -2.7468
H 1.3168 0.2818 -2.1184
O 0.4161 2.6186 0.1728
H 1.2906 2.5849 -0.2347
H 0.4602 2.4639 1.0716
```

Output
SMILES: NCCC=O.O.O
Molar mass (g mol⁻¹): 109.12
Net charge: 0
Energy above the lowest of the compared OMol25 structures with the same formula, charge and spin (kJ/mol): 254.0

These are the natural (NBO) partial charges, in e, on atoms 1 to 8: -0.832, -0.217, -0.570, 0.447, -0.566, 0.352, 0.358, 0.174